{
  "formula": "C41H80Cl2N2O5",
  "method": "ωB97M-V/def2-TZVPD",
  "smiles": "C#CC[C@@](C=C)(CC=O)O[C@@H]([C@H](Cl)[C@@H](C)Cl)[C@@](CCCO)(CCCCCCCCCCCOC)OC.CCN(CC)CC.CCN(CC)CC",
  "homo_lumo_gap_ev": 8.54,
  "homo_ev": -8.080,
  "total_charge": 0,
  "symbols": ["C", "C", "C", "C", "C", "C", "C", "C", "O", "O", "C", "C", "Cl", "C", "C", "Cl", "C", "C", "C", "C", "O", "C", "C", "C", "C", "C", "C", "C", "C", "C", "C", "C", "O", "C", "O", "C", "H", "H", "H", "H", "H", "H", "H", "H", "H", "H", "H", "H", "H", "H", "H", "H", "H", "H", "H", "H", "H", "H", "H", "H", "H", "H", "H", "H", "H", "H", "H", "H", "H", "H", "H", "H", "H", "H", "H", "H", "H", "H", "H", "H", "H", "H", "H", "H", "H", "H", "C", "C", "N", "C", "C", "C", "C", "H", "H", "H", "H", "H", "H", "H", "H", "H", "H", "H", "H", "H", "H", "H", "C", "C", "N", "C", "C", "C", "C", "H", "H", "H", "H", "H", "H", "H", "H", "H", "H", "H", "H", "H", "H", "H"],
  "coordinates": [[1.88, 3.16, 2.80], [1.57, 2.14, 2.20], [1.22, 0.90, 1.51], [0.11, 0.96, 0.42], [0.14, 2.37, -0.22], [1.18, 2.88, -0.89], [0.59, 0.07, -0.77], [-0.25, 0.35, -2.02], [0.20, 0.77, -3.05], [-1.23, 0.65, 0.69], [-1.74, 0.19, 1.92], [-2.70, 1.28, 2.47], [-3.56, 2.00, 1.03], [-2.06, 2.46, 3.28], [-1.00, 2.05, 4.29], [-1.56, 3.90, 2.30], [-2.45, -1.22, 1.74], [-3.83, -1.34, 2.43], [-3.79, -1.70, 3.94], [-2.96, -0.78, 4.82], [-2.96, -1.29, 6.17], [-2.64, -1.64, 0.28], [-3.10, -3.13, 0.12], [-2.45, -3.91, -1.05], [-1.72, -5.18, -0.55], [-0.67, -5.76, -1.51], [0.37, -4.76, -2.06], [0.22, -4.55, -3.60], [0.19, -3.08, -4.00], [-0.13, -2.94, -5.52], [0.93, -2.06, -6.23], [0.32, -1.16, -7.30], [-0.80, -0.45, -6.82], [-0.69, 0.94, -7.04], [-1.67, -2.22, 2.43], [-0.42, -2.50, 1.85], [2.28, 3.87, 3.47], [2.14, 0.59, 1.02], [1.08, 0.14, 2.30], [-0.75, 2.99, -0.17], [2.21, 2.74, -0.58], [0.98, 3.44, -1.80], [1.62, 0.28, -1.04], [0.47, -1.00, -0.56], [-1.34, 0.18, -1.90], [-1.00, 0.00, 2.70], [-3.52, 0.93, 3.09], [-2.88, 2.88, 3.87], [-1.50, 1.56, 5.13], [-0.22, 1.39, 3.93], [-0.57, 2.97, 4.71], [-4.47, -0.47, 2.25], [-4.41, -2.16, 2.00], [-4.83, -1.64, 4.28], [-3.49, -2.74, 4.05], [-3.42, 0.20, 4.93], [-1.92, -0.73, 4.51], [-2.48, -2.12, 6.18], [-3.35, -0.99, -0.23], [-1.72, -1.60, -0.30], [-2.97, -3.70, 1.05], [-4.18, -3.08, -0.04], [-1.84, -3.27, -1.68], [-3.26, -4.27, -1.68], [-1.26, -5.03, 0.43], [-2.49, -5.94, -0.44], [-1.20, -6.28, -2.31], [-0.10, -6.55, -1.00], [1.39, -5.11, -1.88], [0.26, -3.79, -1.57], [-0.70, -5.00, -3.98], [1.04, -5.04, -4.13], [-0.62, -2.58, -3.47], [1.13, -2.58, -3.76], [-1.13, -2.55, -5.67], [-0.11, -3.95, -5.95], [1.42, -1.41, -5.50], [1.69, -2.70, -6.68], [1.10, -0.46, -7.62], [0.03, -1.78, -8.16], [-1.50, 1.42, -6.49], [-0.75, 1.18, -8.11], [0.26, 1.34, -6.66], [0.22, -1.63, 1.69], [-0.48, -3.08, 0.92], [0.12, -3.15, 2.55], [-0.12, -0.14, 11.42], [0.37, 0.76, 10.29], [-0.18, 0.41, 9.00], [0.48, 1.07, 7.89], [0.37, 2.60, 7.79], [-1.64, 0.36, 8.92], [-2.42, 1.62, 9.28], [0.08, -1.19, 11.20], [0.41, 0.11, 12.34], [-1.18, -0.01, 11.61], [1.46, 0.67, 10.24], [0.16, 1.81, 10.56], [0.12, 0.63, 6.95], [1.54, 0.81, 7.93], [-0.61, 2.92, 7.45], [1.10, 2.97, 7.06], [0.59, 3.09, 8.74], [-1.98, -0.45, 9.57], [-1.92, 0.04, 7.91], [-2.05, 2.10, 10.19], [-3.47, 1.37, 9.46], [-2.41, 2.36, 8.48], [2.85, 2.85, -5.63], [4.17, 2.79, -6.37], [4.06, 2.25, -7.71], [5.34, 1.93, -8.32], [6.30, 3.09, -8.61], [3.09, 2.90, -8.58], [3.26, 4.40, -8.85], [2.37, 1.87, -5.60], [3.01, 3.17, -4.60], [2.15, 3.56, -6.09], [4.85, 2.16, -5.80], [4.62, 3.80, -6.37], [5.16, 1.38, -9.25], [5.85, 1.22, -7.66], [5.99, 3.67, -9.47], [7.29, 2.69, -8.84], [6.41, 3.76, -7.76], [2.09, 2.75, -8.16], [3.06, 2.37, -9.54], [3.48, 4.96, -7.94], [2.34, 4.81, -9.26], [4.05, 4.60, -9.58]]
}